1.
95
Properties=species:S:1:pos:R:3:mulliken_charge:R:1 method="wB97M-V/def2-TZVPD" charge=+1 s2=0.758 homo_lumo_gap_ev="6.8532 / 5.0584" de_lowest_kj_mol=0.0 spin_multiplicity=2 e_tot_ha=-3798.3411
C -0.59 -2.30 -1.31 -0.675
C 1.65 -2.31 -0.44 0.176
C -0.43 -3.54 -1.91 -0.813
C 1.82 -3.62 -1.02 -1.188
C 0.81 -4.22 -1.74 -0.828
H -1.25 -3.98 -2.49 0.514
H 2.78 -4.12 -0.88 0.505
H 0.96 -5.21 -2.18 0.413
N 0.39 -1.70 -0.58 1.209
P -2.28 -0.62 0.15 -0.072
P 2.49 0.08 0.57 0.997
C -1.89 -1.54 -1.44 -0.819
H -1.77 -0.75 -2.21 0.280
H -2.70 -2.21 -1.78 0.599
C -0.19 1.80 1.58 0.881
O -0.29 2.81 2.17 -0.392
C 2.69 -1.65 0.22 -1.613
H 3.68 -2.13 0.24 0.364
C 3.34 1.00 -0.91 2.217
C 3.52 0.48 2.14 1.990
C -3.65 0.67 -0.30 2.502
C -3.00 -2.00 1.26 2.260
C 2.93 2.49 -0.92 -1.344
H 3.42 3.05 -0.11 0.276
H 3.23 2.95 -1.88 0.574
H 1.84 2.61 -0.80 -0.089
C 4.88 0.90 -0.94 -1.910
H 5.36 1.47 -0.14 0.310
H 5.21 -0.16 -0.88 0.369
H 5.25 1.31 -1.90 0.500
C 2.82 0.28 -2.18 -1.464
H 3.11 0.86 -3.07 0.584
H 3.26 -0.72 -2.26 0.330
H 1.73 0.16 -2.17 0.011
C 3.75 2.00 2.27 -1.819
H 2.81 2.55 2.19 0.270
H 4.19 2.21 3.26 0.528
H 4.46 2.38 1.51 0.301
C 2.73 0.02 3.37 -1.776
H 1.80 0.60 3.50 0.218
H 2.48 -1.05 3.31 0.225
H 3.35 0.17 4.27 0.631
C 4.86 -0.29 2.15 -1.722
H 5.52 -0.03 1.31 0.289
H 5.40 -0.05 3.08 0.516
H 4.68 -1.38 2.13 0.343
C -3.28 -1.40 2.66 -1.433
H -3.66 -2.19 3.33 0.519
H -2.36 -0.98 3.11 -0.023
H -4.04 -0.60 2.62 0.153
C -1.94 -3.12 1.36 -1.631
H -1.92 -3.73 0.44 0.403
H -0.93 -2.75 1.54 -0.129
H -2.22 -3.79 2.20 0.673
C -4.29 -2.67 0.71 -1.677
H -4.43 -3.63 1.25 0.507
H -5.19 -2.07 0.87 0.406
H -4.20 -2.91 -0.36 0.181
C -3.66 0.92 -1.83 -0.926
H -4.00 0.03 -2.39 0.279
H -4.35 1.75 -2.05 0.731
H -2.66 1.20 -2.19 -0.917
C -3.26 1.98 0.42 -1.598
H -2.29 2.35 0.08 0.069
H -4.03 2.75 0.22 0.574
H -3.20 1.84 1.51 0.294
C -5.10 0.31 0.09 -1.943
H -5.48 -0.55 -0.48 0.385
H -5.21 0.10 1.16 0.338
H -5.74 1.17 -0.15 0.516
Cu 0.02 0.15 0.60 0.025
N -0.16 1.23 -1.22 0.892
C -0.25 1.87 -2.20 -0.713
C -0.36 2.67 -3.43 1.816
C 0.75 2.24 -4.42 -1.448
C -1.76 2.40 -4.06 -1.754
C -0.20 4.17 -3.08 -1.522
H 1.75 2.43 -4.00 0.159
H 0.67 1.18 -4.68 0.353
H 0.64 2.84 -5.35 0.466
H -2.57 2.70 -3.38 0.409
H -1.85 2.97 -4.99 0.491
H -1.88 1.32 -4.29 0.333
H -0.28 4.76 -4.00 0.410
H -0.99 4.50 -2.38 0.371
H 0.78 4.36 -2.62 0.317
C -0.55 -2.08 4.44 -1.352
C -0.19 -0.74 3.77 -1.199
O 0.20 -0.89 2.37 0.340
H -1.37 -2.65 3.96 0.166
H -0.85 -1.90 5.49 0.447
H 0.34 -2.75 4.44 0.354
H -0.92 0.09 3.89 0.472
H 0.56 -0.44 4.49 0.575
H 0.76 -1.69 2.27 0.184

***

2.
111
Properties=species:S:1:pos:R:3:mulliken_charge:R:1 method="wB97M-V/def2-TZVPD" charge=+1 homo_lumo_gap_ev=8.1886 de_lowest_kj_mol=0.0 e_tot_ha=-3109.2672
C -4.00 2.93 -0.47 -0.808
C -3.94 1.53 -1.30 -0.426
N -3.21 0.47 -0.56 0.379
C -1.72 0.59 -0.72 -0.609
C -1.08 0.12 0.67 -0.820
C 0.42 -0.38 0.62 1.078
C 1.52 0.74 0.19 -1.483
C 1.60 1.06 -1.37 0.388
C 3.00 0.44 -1.90 -0.525
C 3.21 0.59 -3.47 -0.787
O 2.31 -0.34 -4.14 -0.251
C 1.48 0.43 -5.04 -0.534
C 0.60 -1.80 -0.08 -0.771
P 0.41 -2.10 -1.92 0.382
O -1.25 -2.46 -2.23 -0.499
O 1.32 -3.44 -2.47 -0.530
N 1.98 -2.12 0.46 -0.433
C 1.64 -2.01 1.91 0.429
N 1.97 -3.04 2.67 -0.159
C 1.58 -2.99 4.11 -0.505
C 1.73 -4.38 4.90 -0.620
C 0.28 -5.05 5.15 -0.327
O 0.23 -6.23 4.28 -0.548
N 0.97 -0.78 1.99 0.323
C 0.48 -0.11 3.19 -1.145
N 0.58 1.40 3.17 -0.103
C -0.48 2.02 4.02 -0.768
C -3.69 -0.88 -0.86 0.598
C -4.25 -1.27 -2.32 -1.115
O -3.73 -1.80 0.00 -0.604
H -5.08 3.32 -0.37 0.432
H -3.60 2.82 0.60 0.178
H -3.43 3.70 -1.07 0.051
H -3.57 1.67 -2.37 0.301
H -5.04 1.19 -1.36 0.378
H -1.31 0.10 -1.65 0.120
H -1.51 1.71 -0.82 0.307
H -1.71 -0.75 1.09 0.516
H -1.26 0.99 1.40 -0.153
H 2.54 0.40 0.55 0.575
H 1.32 1.75 0.71 0.259
H 0.70 0.72 -1.99 -0.307
H 1.70 2.19 -1.52 0.454
H 3.82 1.04 -1.37 0.345
H 3.10 -0.64 -1.54 0.179
H 3.15 1.66 -3.86 0.346
H 4.28 0.23 -3.71 0.323
H 1.12 1.42 -4.61 0.281
H 2.08 0.58 -6.00 0.249
H 0.53 -0.19 -5.22 0.096
H -0.19 -2.46 0.45 0.528
H -1.49 -2.07 -3.10 0.344
H 0.69 -4.22 -2.44 0.335
H 2.16 -3.11 0.21 0.410
H 2.46 -3.87 2.33 0.330
H 0.49 -2.64 4.18 0.262
H 2.20 -2.21 4.66 0.231
H 2.12 -4.10 5.95 0.305
H 2.46 -5.11 4.44 0.358
H 0.16 -5.33 6.26 0.344
H -0.59 -4.36 4.86 0.204
H 0.08 -6.98 4.92 0.249
H -0.62 -0.40 3.35 0.394
H 1.01 -0.41 4.15 0.468
H 1.49 1.65 3.59 0.350
H -1.18 1.29 4.54 0.287
H 0.04 2.63 4.84 0.312
H -1.10 2.70 3.33 0.161
H -5.39 -1.16 -2.26 0.377
H -4.00 -2.36 -2.52 0.290
H -3.85 -0.53 -3.08 0.290
C -3.40 7.41 1.01 -0.377
C -2.28 8.14 0.32 -0.398
O -1.34 7.10 0.07 -0.163
C -2.02 5.93 0.05 0.494
O -1.55 4.88 -0.30 -0.429
O -3.30 6.09 0.47 -0.286
H -4.38 7.84 0.79 0.301
H -3.26 7.36 2.09 0.252
H -2.59 8.57 -0.63 0.270
H -1.85 8.92 0.95 0.336
C 0.21 -0.12 -9.10 -0.354
C -0.74 0.67 -9.95 -0.355
O -1.71 1.12 -9.01 -0.339
C -1.11 1.12 -7.79 0.597
O -1.59 1.60 -6.80 -0.512
O 0.10 0.51 -7.83 -0.199
H 1.24 -0.07 -9.47 0.313
H -0.08 -1.17 -9.00 0.264
H -0.27 1.54 -10.41 0.261
H -1.20 0.06 -10.73 0.308
C 3.09 6.82 -0.94 -0.285
C 1.81 7.49 -0.54 0.036
O 2.20 8.25 0.60 -0.307
C 3.54 8.47 0.50 0.610
O 4.15 9.22 1.21 -0.527
O 4.08 7.74 -0.50 -0.319
H 3.15 6.66 -2.02 0.305
H 3.24 5.86 -0.44 0.250
H 1.43 8.17 -1.30 0.218
H 1.03 6.78 -0.28 0.033
C 1.82 -10.37 6.69 -0.304
C 0.84 -11.45 6.33 -0.317
O -0.42 -10.84 6.56 -0.313
C -0.23 -9.49 6.46 0.681
O -1.11 -8.69 6.43 -0.522
O 1.09 -9.18 6.40 -0.294
H 2.73 -10.42 6.10 0.280
H 2.08 -10.38 7.75 0.271
H 0.91 -11.75 5.28 0.259
H 0.96 -12.34 6.96 0.296

***

3.
106
Properties=species:S:1:pos:R:3:mulliken_charge:R:1 method="wB97M-V/def2-TZVPD" charge=-1 homo_lumo_gap_ev=5.5565 e_tot_ha=-3559.2300
Ba -0.27 0.11 -0.41 0.975
C -3.97 0.13 1.53 -1.077
O -2.73 -0.55 1.50 -0.349
Si -2.50 -2.14 1.99 -0.587
C -3.72 -2.42 3.41 -1.246
C -3.13 -3.18 0.55 -1.008
C -0.76 -2.32 2.41 1.909
Si -0.23 -1.23 3.77 -0.207
C 1.57 -0.63 3.63 -0.824
C -1.20 0.38 3.93 -0.690
C -0.33 -2.01 5.50 -1.191
Si -0.17 -4.03 2.29 0.111
C 0.19 -4.60 0.52 -0.988
C 1.42 -4.44 3.26 -0.673
C -1.39 -5.32 2.98 -1.136
H -4.51 -0.06 2.47 0.454
H -4.61 -0.17 0.70 0.259
H -3.78 1.20 1.46 0.182
H -4.77 -2.44 3.10 0.357
H -3.60 -1.64 4.17 0.348
H -3.50 -3.38 3.89 0.371
H -4.15 -2.89 0.28 0.378
H -3.12 -4.25 0.77 0.311
H -2.50 -3.02 -0.34 0.159
H 1.79 -0.25 2.63 -0.043
H 2.28 -1.43 3.84 0.352
H 1.77 0.18 4.34 0.436
H -1.12 1.00 3.04 0.026
H -0.83 0.96 4.78 0.430
H -2.27 0.20 4.09 0.201
H 0.36 -2.85 5.61 0.351
H -1.34 -2.39 5.68 0.302
H -0.10 -1.29 6.28 0.349
H 0.91 -3.92 0.03 0.090
H -0.71 -4.61 -0.09 0.339
H 0.62 -5.60 0.50 0.339
H 2.28 -4.60 2.60 -0.291
H 1.28 -5.37 3.83 0.486
H 1.69 -3.66 3.97 0.195
H -2.37 -5.26 2.50 0.262
H -1.53 -5.15 4.05 0.304
H -1.02 -6.34 2.85 0.385
C 4.11 1.32 -1.98 -1.147
P 3.65 -0.39 -1.46 0.544
C 3.59 -1.21 -3.10 -1.251
C 5.36 -0.92 -0.95 -1.082
C 5.54 -2.42 -0.67 -1.087
P 4.06 -3.21 0.10 0.525
C 4.83 -4.81 0.60 -1.384
C 4.12 -2.32 1.70 -0.530
H 5.00 1.32 -2.61 0.533
H 4.29 1.93 -1.09 0.379
H 3.28 1.77 -2.52 0.029
H 4.47 -0.97 -3.70 0.351
H 2.69 -0.87 -3.62 0.316
H 3.51 -2.29 -2.97 0.349
H 5.61 -0.35 -0.05 0.465
H 6.05 -0.60 -1.74 0.638
H 6.41 -2.57 -0.02 0.511
H 5.74 -2.95 -1.61 0.389
H 5.78 -4.65 1.12 0.343
H 5.00 -5.43 -0.28 0.395
H 4.15 -5.34 1.26 0.361
H 5.06 -2.49 2.23 0.479
H 3.29 -2.64 2.31 -0.347
H 4.00 -1.25 1.52 0.339
O -2.37 0.46 -1.57 -1.170
C -2.54 1.48 -0.85 1.830
O -1.78 1.85 0.08 -0.945
C -3.74 2.36 -1.15 0.151
C -4.78 1.87 -1.92 -0.479
C -5.88 2.68 -2.20 -0.615
C -5.88 3.97 -1.71 -0.010
C -4.85 4.48 -0.95 -0.638
C -3.77 3.66 -0.66 -0.305
N -7.03 4.84 -2.01 0.993
O -7.97 4.35 -2.63 -0.620
O -7.01 5.98 -1.60 -0.620
H -4.73 0.86 -2.30 0.500
H -6.71 2.32 -2.78 0.491
H -4.90 5.50 -0.59 0.487
H -2.95 4.01 -0.05 0.566
C 3.13 4.94 -2.39 -1.167
C 1.67 5.29 -2.66 -1.429
C 0.77 4.08 -2.90 2.675
C -0.70 4.58 -3.08 -1.385
C -1.69 3.58 -3.66 -1.079
C 1.16 3.40 -4.20 -0.293
O 1.49 4.00 -5.19 -0.690
N 1.04 2.03 -4.20 0.322
C 0.70 1.24 -3.10 -0.337
O 0.51 0.03 -3.28 -0.724
N 0.66 1.80 -1.88 -0.145
C 0.79 3.14 -1.69 -0.006
O 0.86 3.60 -0.56 -0.778
H 3.73 5.84 -2.27 0.511
H 3.55 4.37 -3.23 0.243
H 3.22 4.34 -1.48 0.206
H 1.60 5.93 -3.54 0.491
H 1.26 5.84 -1.81 0.437
H -0.66 5.46 -3.72 0.471
H -1.03 4.91 -2.09 0.423
H -1.45 3.35 -4.70 0.402
H -2.70 3.99 -3.63 0.419
H -1.70 2.64 -3.11 0.069
H 1.16 1.55 -5.08 0.282

***

4.
108
Properties=species:S:1:pos:R:3:mulliken_charge:R:1 method="wB97M-V/def2-TZVPD" charge=+1 homo_lumo_gap_ev=5.2836 e_tot_ha=-3515.8496
C 8.08 1.88 1.25 -1.202
C 6.83 1.06 0.69 -0.289
P 5.17 1.89 1.04 0.515
C 5.62 3.70 1.35 -1.157
C 4.04 1.87 -0.43 0.728
C 3.37 3.11 -0.82 -0.800
C 2.46 3.13 -1.99 -0.900
C 2.13 1.96 -2.84 -0.172
S 1.01 2.33 -4.20 1.496
C -0.75 1.85 -3.86 -1.146
O 1.46 1.88 -5.53 -0.620
O 0.92 3.81 -4.33 -0.765
C 2.76 0.69 -2.45 0.747
C 2.47 -0.58 -3.19 0.426
C 1.52 -0.89 -4.37 -0.599
S 2.50 -1.02 -5.96 0.990
O 1.60 -0.63 -7.05 -0.600
O 2.89 -2.43 -6.18 -0.623
C 3.22 -1.77 -2.72 -0.178
O 3.07 -3.00 -3.34 -0.435
N 4.11 -1.74 -1.63 0.731
O 4.76 -2.91 -1.28 -0.372
C 4.17 -3.44 -0.16 0.470
N 3.63 -4.05 0.65 -0.308
C 4.36 -0.60 -0.90 -1.120
C 3.72 0.65 -1.27 -0.302
H 8.49 2.62 0.52 0.305
H 7.85 2.30 2.26 0.310
H 8.89 1.11 1.41 0.390
H 6.83 0.09 1.29 0.366
H 6.97 0.74 -0.38 0.400
H 6.29 3.83 2.23 0.383
H 6.01 4.22 0.43 0.388
H 4.64 4.21 1.59 0.241
H 3.52 4.05 -0.23 0.285
H 1.98 4.13 -2.21 0.452
H -1.11 1.05 -4.56 0.417
H -0.85 1.43 -2.81 0.461
H -1.43 2.73 -3.96 0.475
H 1.16 -1.96 -4.23 0.519
H 0.60 -0.29 -4.48 -0.043
H 3.61 -0.20 -5.93 0.165
H 3.96 -3.17 -3.75 0.360
H 5.07 -0.72 -0.03 0.491
C 0.33 -2.92 -0.44 -0.431
O -0.86 -2.29 0.01 -0.305
C -2.02 -2.75 -0.68 -0.483
C -2.81 -3.73 0.17 -0.188
O -2.10 -4.95 0.34 -0.406
C -1.50 -5.04 1.63 -0.564
H 1.13 -2.66 0.25 0.140
H 0.22 -4.00 -0.47 0.379
H 0.59 -2.54 -1.44 0.083
H -1.75 -3.19 -1.64 0.304
H -2.64 -1.87 -0.87 0.330
H -3.74 -3.98 -0.36 0.379
H -3.08 -3.29 1.14 -0.001
H -2.27 -5.21 2.39 0.246
H -0.93 -4.15 1.88 0.214
H -0.82 -5.90 1.63 0.305
C -4.06 2.25 -2.84 -0.760
O -3.92 2.24 -4.25 -0.282
C -4.64 1.17 -4.86 -0.439
C -5.94 1.65 -5.49 -0.641
O -6.86 2.08 -4.50 -0.376
C -6.94 3.49 -4.39 -0.666
H -3.65 3.19 -2.46 0.256
H -5.11 2.18 -2.53 0.467
H -3.49 1.42 -2.41 0.189
H -4.83 0.37 -4.13 0.348
H -4.00 0.76 -5.65 0.362
H -6.40 0.82 -6.02 0.385
H -5.75 2.45 -6.21 0.352
H -7.45 3.91 -5.26 0.332
H -5.94 3.94 -4.30 0.270
H -7.51 3.74 -3.50 0.239
C -2.94 -2.08 4.07 -1.179
O -3.66 -3.29 4.20 -0.324
C -3.33 -3.99 5.40 -0.471
C -4.41 -3.82 6.46 -0.641
O -4.46 -2.48 6.93 -0.370
C -5.54 -1.75 6.38 -0.685
H -3.37 -1.51 3.25 0.344
H -3.00 -1.47 4.98 0.604
H -1.89 -2.29 3.84 0.400
H -2.35 -3.67 5.78 0.356
H -3.26 -5.05 5.14 0.382
H -4.16 -4.45 7.32 0.384
H -5.38 -4.14 6.08 0.344
H -6.49 -2.10 6.81 0.339
H -5.58 -1.84 5.29 0.267
H -5.41 -0.70 6.63 0.241
C 1.79 3.79 2.86 -0.934
O 1.97 2.41 2.58 0.048
C 2.36 1.66 3.73 -0.472
C 1.19 0.88 4.31 -0.576
O 0.21 1.76 4.86 -0.384
C -0.92 1.91 4.01 -0.376
H 1.32 4.25 2.00 0.217
H 1.15 3.94 3.73 0.425
H 2.77 4.26 3.03 0.302
H 2.80 2.32 4.49 0.403
H 3.13 0.95 3.41 0.257
H 1.55 0.25 5.12 0.392
H 0.74 0.23 3.55 0.242
H -1.52 1.00 4.02 0.030
H -0.63 2.16 2.99 0.251
H -1.53 2.73 4.41 0.268